[1]
Below is a cluster of 2 separate species, C9H22N2P in total in a non-equilibrium geometry, with properties calculated with ωB97M-V with the def2-TZVPD basis set.

```
34
Properties=species:S:1:pos:R:3
C 0.71 -1.33 0.15
C 1.33 -2.29 -0.77
C 4.76 0.91 -0.58
C -5.04 0.81 -0.57
C 0.76 0.37 1.80
C 3.28 0.72 -0.51
C -4.26 0.27 0.57
C 2.79 -0.31 0.65
C -2.82 0.79 0.52
N 1.30 -0.47 0.78
N -1.26 -1.40 0.42
P -1.68 -0.23 -0.70
H 1.88 -1.66 -1.49
H 0.69 -2.69 -1.51
H 1.88 -2.98 -0.15
H 5.24 1.21 0.33
H 5.39 0.03 -0.74
H 4.89 1.50 -1.39
H -4.31 0.94 -1.41
H -5.74 0.05 -0.91
H -5.58 1.70 -0.34
H 1.38 0.21 2.81
H 0.70 1.43 1.58
H -0.26 0.09 2.06
H 2.90 0.15 -1.32
H 2.82 1.66 -0.31
H -4.76 0.58 1.63
H -4.12 -0.89 0.46
H 3.27 -1.27 0.44
H 3.35 -0.04 1.62
H -2.73 1.82 0.17
H -2.28 0.72 1.52
H -1.43 -2.33 0.22
H -2.56 -0.94 -1.44
```

Its net charge is +1. The value obtained for the orbital gap is 8.4 eV. The energy above the lowest of the compared OMol25 structures with the same formula, charge and spin is 98.2 kcal per mole.

---

[2]
Below is a structure of composition C8H28BKO8 in a non-equilibrium geometry, with properties calculated with ωB97M-V with the def2-TZVPD basis set.

```
46
Properties=species:S:1:pos:R:3
K 17.59 7.76 -5.53
B 17.00 6.14 -2.58
H 16.69 6.16 -3.72
H 17.81 6.98 -2.41
H 16.04 6.37 -1.96
H 17.35 5.04 -2.34
C 16.28 4.26 1.64
C 16.24 3.35 0.42
O 15.44 3.87 -0.61
O 14.95 4.63 2.02
H 16.81 5.17 1.33
H 16.76 3.81 2.52
H 15.76 2.40 0.68
H 17.25 3.09 0.07
H 15.91 4.58 -1.08
H 14.80 5.52 1.68
C 20.87 6.46 -2.84
C 21.19 5.04 -3.30
O 21.95 4.92 -4.49
O 19.90 7.11 -3.66
H 21.74 7.11 -2.73
H 20.43 6.25 -1.85
H 20.25 4.53 -3.48
H 21.71 4.52 -2.49
H 22.79 5.39 -4.40
H 19.07 6.74 -3.30
C 14.16 8.90 -2.14
C 13.56 7.83 -1.21
O 14.42 7.54 -0.11
O 14.98 8.37 -3.18
H 14.80 9.55 -1.54
H 13.32 9.41 -2.60
H 13.40 6.92 -1.78
H 12.63 8.24 -0.81
H 15.31 7.44 -0.47
H 15.49 7.62 -2.85
C 16.68 1.94 -4.79
C 16.84 3.35 -5.41
O 17.86 4.02 -4.72
O 17.86 1.16 -4.97
H 15.84 1.39 -5.22
H 16.54 2.10 -3.72
H 15.91 3.92 -5.51
H 17.14 3.21 -6.45
H 17.49 4.47 -3.94
H 17.84 0.94 -5.91
```

The value obtained for the orbital gap is 8.3 eV. The energy above the lowest of the compared OMol25 structures with the same formula, charge and spin is 10.5 kcal per mole.

---

[3]
Below is a cluster of 2 separate species, C5H8O in total, with properties calculated with ωB97M-V with the def2-TZVPD basis set.

```
14
Properties=species:S:1:pos:R:3
C -0.40 -1.33 0.75
C -0.11 0.17 0.67
C -1.21 0.98 0.01
O -1.04 2.04 -0.54
C 1.25 0.43 0.18
C 2.40 0.54 -0.14
H 0.15 -1.76 1.58
H -0.10 -1.85 -0.17
H -1.47 -1.51 0.90
H -0.24 -0.07 -2.40
H -2.22 0.54 0.12
H -0.13 0.56 1.70
H -0.35 0.66 -2.37
H 3.44 0.64 -0.38
```

The value obtained for the orbital gap is 10.7 eV. The energy above the lowest of the compared OMol25 structures with the same formula, charge and spin is 78.2 kcal per mole. The structure (SMILES) is C#C[C@H](C)C=O.[H][H].

---

[4]
Below is a cluster of 4 separate species, C40H78BrN10O10P3 in total in a non-equilibrium geometry, with properties calculated with ωB97M-V with the def2-TZVPD basis set.

```
142
Properties=species:S:1:pos:R:3
C 0.91 -6.28 2.98
C 0.79 -6.01 1.68
N 0.54 -5.78 0.22
C -0.90 -5.32 0.00
O -1.82 -5.99 -0.56
C -0.84 -3.87 0.67
C -1.93 -2.98 1.39
C -3.43 -3.53 1.48
C -3.61 -4.90 2.31
C -3.89 -4.53 3.87
C -2.41 -4.36 4.56
O -2.51 -4.58 6.01
C -1.26 -4.06 6.53
O -1.27 -2.86 6.96
C -1.43 -1.56 1.98
C -2.54 -0.68 2.75
C -3.72 -0.10 1.81
C -5.14 -0.33 2.61
C -3.64 1.52 1.58
C 0.10 -1.10 1.81
C 0.65 0.33 2.37
C 1.82 0.14 3.50
O 1.63 -0.83 4.33
Br 3.45 1.26 3.63
C 1.19 -2.03 1.08
C 2.74 -1.64 0.88
O 3.60 -2.09 1.97
O 3.96 -3.38 1.77
C 0.67 -3.40 0.51
C 1.39 -4.62 -0.25
O 2.36 -4.61 -1.06
H 0.87 -6.66 4.07
H -4.21 -2.78 1.88
H -3.76 -3.77 0.38
H -4.60 -5.39 1.93
H -2.76 -5.66 2.16
H -4.48 -3.53 3.88
H -4.53 -5.32 4.41
H -1.96 -3.31 4.30
H -1.73 -5.16 4.05
H -0.34 -4.75 6.49
H -2.10 0.22 3.33
H -2.99 -1.38 3.57
H -3.72 -0.65 0.79
H -5.13 -1.30 3.26
H -5.40 0.55 3.31
H -5.97 -0.53 1.81
H -3.83 2.05 2.61
H -2.67 1.86 1.07
H -4.57 1.79 0.93
H 1.03 1.02 1.51
H -0.18 0.95 2.91
H 3.09 -2.12 -0.12
H 2.84 -0.50 0.77
H 4.50 -3.65 2.57
O 5.85 -1.67 -5.01
P 6.77 -2.76 -4.42
N 5.51 -3.42 -3.45
C 5.60 -3.93 -2.09
C 4.62 -4.30 -4.21
N 7.69 -1.56 -3.54
C 7.32 -1.12 -2.20
C 7.92 -0.32 -4.31
N 7.86 -4.03 -3.79
C 8.86 -3.90 -2.74
C 8.52 -4.65 -4.96
H 6.09 -4.90 -2.04
H 4.60 -4.04 -1.66
H 6.10 -3.24 -1.42
H 5.11 -5.25 -4.44
H 4.33 -3.83 -5.16
H 3.69 -4.50 -3.66
H 6.26 -0.88 -2.12
H 7.90 -0.24 -1.89
H 7.59 -1.87 -1.45
H 7.06 0.35 -4.29
H 8.15 -0.53 -5.36
H 8.78 0.24 -3.91
H 9.60 -3.13 -2.95
H 9.40 -4.84 -2.61
H 8.40 -3.73 -1.77
H 9.24 -3.95 -5.41
H 7.77 -4.90 -5.72
H 9.03 -5.57 -4.69
O 1.40 4.34 1.80
P 1.35 5.73 2.45
N 0.55 6.43 1.10
C 0.78 7.74 0.51
C -0.88 6.16 1.09
N 3.09 5.89 2.34
C 3.74 6.45 1.16
C 3.81 4.64 2.64
N 1.27 7.32 3.26
C 2.34 8.31 3.39
C 0.72 7.10 4.61
H 0.36 8.56 1.12
H 0.31 7.80 -0.48
H 1.83 7.95 0.33
H -1.40 6.75 1.85
H -1.08 5.11 1.29
H -1.33 6.38 0.11
H 3.36 6.02 0.23
H 4.82 6.30 1.20
H 3.64 7.54 1.12
H 3.82 3.96 1.78
H 3.35 4.11 3.48
H 4.85 4.84 2.92
H 3.23 7.91 3.88
H 2.00 9.17 3.98
H 2.60 8.75 2.43
H 1.44 6.57 5.25
H -0.19 6.49 4.55
H 0.43 8.04 5.10
O -6.18 1.95 -1.11
P -6.72 1.70 -2.53
N -7.28 0.13 -2.14
C -7.23 -1.07 -2.96
C -8.56 0.15 -1.43
N -5.09 1.67 -3.18
C -4.32 0.43 -3.25
C -4.19 2.67 -2.57
N -7.36 1.48 -4.18
C -6.62 1.12 -5.39
C -8.17 2.67 -4.50
H -7.96 -1.06 -3.77
H -7.43 -1.95 -2.35
H -6.25 -1.25 -3.38
H -9.38 0.41 -2.12
H -8.55 0.89 -0.63
H -8.78 -0.82 -0.97
H -4.33 -0.13 -2.31
H -3.27 0.63 -3.51
H -4.65 -0.22 -4.06
H -3.80 2.34 -1.61
H -4.70 3.63 -2.43
H -3.33 2.87 -3.23
H -5.82 1.82 -5.61
H -7.29 1.11 -6.25
H -6.24 0.10 -5.33
H -7.53 3.55 -4.64
H -8.86 2.89 -3.67
H -8.78 2.53 -5.39
```

The value obtained for the orbital gap is 6.3 eV. The structure (SMILES) is C#CN1C(=O)c2c(CCCCOC=O)c(CC(C)C)c(CC(=O)Br)c(COO)c2C1=O.CN(C)P(=O)(N(C)C)N(C)C.CN(C)P(=O)(N(C)C)N(C)C.CN(C)P(=O)(N(C)C)N(C)C.